[1]
Computed, not measured: a molecular structure, C2H9NO3 at a distorted geometry, with ωB97M-V with the def2-TZVPD basis set.

XYZ file:
```
15
Properties=species:S:1:pos:R:3:forces:R:3
C -0.604 2.106 -0.880 -0.06 -0.13 -0.06
N 1.821 -1.377 0.206 -0.22 0.12 0.01
O 0.576 -1.097 -0.443 -0.55 -0.71 0.68
O 0.211 1.295 -0.041 0.76 -1.26 -0.58
H 0.528 0.318 -0.502 -0.63 1.53 0.72
H 1.886 -2.393 0.248 -0.08 0.10 0.02
H 1.722 -1.031 1.164 -0.01 -0.08 -0.10
H -1.029 2.910 -0.279 0.03 -0.05 -0.02
H 0.005 2.540 -1.674 -0.03 -0.01 0.05
C -0.674 -1.343 0.519 0.86 0.21 -1.10
O -0.687 -0.413 1.459 0.66 1.41 -0.16
H -0.326 0.605 0.898 -0.87 -1.28 0.51
H -1.467 -1.282 -0.243 0.06 -0.05 0.08
H -0.545 -2.365 0.900 0.02 0.14 -0.09
H -1.417 1.528 -1.332 0.04 0.06 0.06
```
Positions in Å, forces in eV/Å.

The value obtained for the energy above the lowest of the compared OMol25 structures with the same formula, charge and spin is 4.3354 eV. For the lowest unoccupied orbital energy, the calculation gives 0.934 eV. As for the net charge: 0. Its electronic energy is -361.9555 a.u.

[2]
Computed, not measured: 3 unconnected molecules or ions with the total composition C2H9NO4 at a distorted geometry, with ωB97M-V with the def2-TZVPD basis set.

XYZ file:
```
16
Properties=species:S:1:pos:R:3:forces:R:3
C 0.321 -0.034 -2.540 -0.76 0.42 -1.10
N 0.019 1.189 -1.782 1.08 -1.26 0.64
C 0.286 1.143 -0.426 2.99 1.72 2.04
O 0.809 2.151 0.076 -1.09 -0.07 -0.20
O 0.286 0.054 0.347 -1.76 -0.58 -1.63
H -0.098 0.135 -3.532 -0.23 -0.25 -0.02
H -0.194 -0.863 -2.087 0.04 -0.43 0.13
H 1.374 -0.247 -2.751 0.06 0.08 0.74
H 0.711 1.894 -2.013 -0.65 0.42 -0.58
H 0.452 0.370 1.260 0.34 -0.31 -0.11
O -2.910 -3.788 0.925 -0.54 -0.09 -0.56
H -3.600 -3.944 0.253 0.47 0.19 0.41
H -2.953 -4.572 1.476 0.06 -0.10 0.15
O 1.458 0.559 2.705 0.13 0.47 0.12
H 1.824 1.389 2.365 -0.14 -0.01 -0.03
H 2.206 0.110 3.108 -0.02 -0.20 0.00
```
Positions in Å, forces in eV/Å.

As for the SMILES: CNC(=O)O.O.O. The value obtained for the energy above the lowest of the compared OMol25 structures with the same formula, charge and spin is 0.6939 eV. For the lowest unoccupied orbital energy, the calculation gives 0.712 eV. As for the net charge: 0. Its electronic energy is -437.3219 a.u.

[3]
Computed, not measured: 3 unconnected molecules or ions with the total composition C2H9NO4 at a distorted geometry, with ωB97M-V with the def2-TZVPD basis set.

XYZ file:
```
16
Properties=species:S:1:pos:R:3:forces:R:3
O -0.375 1.273 0.784 0.41 0.10 -0.24
C -0.970 0.213 0.777 -0.26 0.22 0.71
N -0.413 -0.997 1.022 -0.12 0.30 0.14
C 0.972 -1.152 1.457 -0.02 1.12 -2.48
O 1.763 -1.673 0.402 0.09 -1.10 0.78
H -2.066 0.204 0.700 0.01 -0.24 -0.46
H -0.960 -1.778 0.724 -0.09 -0.56 0.22
H 1.311 -0.118 1.506 -0.15 -0.02 1.36
H 0.983 -1.760 2.352 0.42 -0.07 0.05
H 2.205 -0.942 -0.051 -0.37 0.00 -0.18
O -2.576 1.480 -1.729 0.17 -0.38 -1.15
H -1.796 1.140 -2.194 0.34 0.09 0.66
H -3.148 1.503 -2.510 -0.51 0.26 0.47
O 1.777 0.556 -1.308 0.07 0.03 0.08
H 0.926 0.786 -0.906 0.09 0.12 0.14
H 2.366 1.263 -1.026 -0.04 0.14 -0.09
```
Positions in Å, forces in eV/Å.

As for the SMILES: O=CNCO.O.O. The value obtained for the energy above the lowest of the compared OMol25 structures with the same formula, charge and spin is 0.9268 eV. For the lowest unoccupied orbital energy, the calculation gives 0.599 eV. As for the net charge: 0. Its electronic energy is -437.3134 a.u.

[4]
Computed, not measured: 3 unconnected molecules or ions with the total composition C2H9NO4 at a distorted geometry, with ωB97M-V with the def2-TZVPD basis set.

XYZ file:
```
16
Properties=species:S:1:pos:R:3:forces:R:3
N -1.598 1.682 0.322 0.15 0.55 0.52
C -2.164 0.399 0.637 0.00 -1.29 -0.39
C -1.092 -0.712 0.589 -1.50 0.31 -1.77
O 0.070 -0.590 0.779 0.69 -0.13 0.60
O -1.694 -1.866 0.137 -0.13 0.06 0.95
H -1.340 1.669 -0.655 0.18 0.03 -0.06
H -2.253 2.450 0.417 -0.05 -0.23 0.22
H -3.008 0.161 -0.021 0.26 -0.51 -0.06
H -2.569 0.169 1.630 0.05 1.15 0.31
H -1.298 -2.640 0.563 0.41 0.07 -0.33
O 2.742 2.737 -3.243 -0.33 -0.40 0.12
H 2.197 1.958 -3.454 0.34 0.48 0.19
H 2.696 2.827 -2.281 -0.02 -0.08 -0.30
O 2.898 -3.027 1.759 1.08 -0.74 -1.02
H 2.830 -2.084 1.762 -0.48 1.06 0.30
H 3.581 -3.134 1.059 -0.66 -0.32 0.71
```
Positions in Å, forces in eV/Å.

As for the SMILES: NCC(=O)O.O.O. The value obtained for the energy above the lowest of the compared OMol25 structures with the same formula, charge and spin is 1.0811 eV. For the lowest unoccupied orbital energy, the calculation gives 0.463 eV. As for the net charge: 0. Its electronic energy is -437.3077 a.u.

[5]
Computed, not measured: 3 unconnected molecules or ions with the total composition C2H9NO4, with ωB97M-V with the def2-TZVPD basis set.

XYZ file:
```
16
Properties=species:S:1:pos:R:3:forces:R:3
N -2.489 -1.168 -0.280 0.38 0.23 0.03
C -2.158 0.124 0.296 -0.03 -0.29 -0.61
C -0.681 0.228 0.623 -0.38 0.09 0.21
O 0.022 -0.720 0.838 0.51 -0.42 0.07
O -0.267 1.491 0.668 0.07 0.38 -0.13
H -2.782 -1.881 0.371 -0.10 0.14 -0.12
H -3.113 -1.039 -1.055 -0.31 -0.39 0.08
H -2.743 0.373 1.187 0.09 0.21 -0.01
H -2.358 0.858 -0.490 -0.05 0.20 0.40
H 0.712 1.516 0.778 -0.27 -0.11 0.05
O 3.041 -0.719 -1.790 -0.12 0.37 0.05
H 2.187 -1.090 -2.038 0.06 -0.05 0.06
H 2.826 0.184 -1.511 -0.01 -0.34 -0.09
O 2.344 0.915 0.787 0.52 -0.29 0.04
H 3.292 0.944 0.620 -0.03 0.23 0.09
H 2.169 -0.016 0.996 -0.33 0.04 -0.10
```
Positions in Å, forces in eV/Å.

As for the SMILES: NCC(=O)O.O.O. The value obtained for the energy above the lowest of the compared OMol25 structures with the same formula, charge and spin is 0.2723 eV. For the lowest unoccupied orbital energy, the calculation gives 0.557 eV. As for the net charge: 0. Its electronic energy is -437.3374 a.u.

[6]
Computed, not measured: 3 unconnected molecules or ions with the total composition C2H9NO4 at a distorted geometry, with ωB97M-V with the def2-TZVPD basis set.

XYZ file:
```
16
Properties=species:S:1:pos:R:3:forces:R:3
N 1.257 -1.568 0.557 -0.43 0.71 -0.33
C 0.418 -1.431 -0.657 -0.61 -1.34 0.03
C -0.609 -0.341 -0.462 1.45 0.39 -0.69
O -0.332 0.782 -0.798 -0.87 0.09 0.50
O -1.760 -0.706 0.140 0.43 -0.41 0.69
H 0.638 -1.824 1.317 -0.04 0.05 0.19
H 1.814 -2.387 0.414 0.56 -0.37 -0.02
H -0.079 -2.396 -0.830 -0.26 0.25 -0.23
H 0.993 -1.208 -1.546 0.36 0.27 0.14
H -1.792 -0.195 0.965 -0.87 0.34 -0.21
O 2.474 1.782 -0.735 0.60 -0.51 -0.07
H 2.659 1.065 -0.108 -0.23 0.29 -0.18
H 2.021 2.458 -0.239 -0.25 0.17 0.24
O -2.641 1.948 1.059 0.54 0.06 -0.92
H -3.288 2.097 0.339 0.53 -0.18 0.59
H -1.774 1.925 0.584 -0.91 0.17 0.28
```
Positions in Å, forces in eV/Å.

As for the SMILES: NCC(=O)O.O.O. The value obtained for the energy above the lowest of the compared OMol25 structures with the same formula, charge and spin is 1.0269 eV. For the lowest unoccupied orbital energy, the calculation gives 0.548 eV. As for the net charge: 0. Its electronic energy is -437.3097 a.u.

[7]
Computed, not measured: 2 unconnected molecules or ions with the total composition C2H9NOS at a distorted geometry, with ωB97M-V with the def2-TZVPD basis set.

XYZ file:
```
14
Properties=species:S:1:pos:R:3:forces:R:3
N 0.800 0.626 2.663 -0.67 -0.07 0.15
C 0.226 0.344 1.382 2.33 -0.17 0.41
O -0.139 1.557 0.732 -0.44 -0.60 -0.23
H 0.348 0.364 3.515 0.06 0.06 0.06
H 1.707 1.046 2.690 0.05 -0.11 0.18
H -0.518 -0.455 1.462 -0.48 0.60 -0.01
H 1.082 -0.111 0.837 -0.76 0.34 -0.54
H -0.269 2.195 1.443 -0.08 -0.07 -0.02
C -0.697 -0.557 -2.140 -1.38 -0.79 0.07
S -0.261 -2.285 -2.529 0.78 0.56 -1.47
H -0.953 -0.163 -3.124 0.46 0.70 0.41
H 0.075 -0.073 -1.544 -0.26 0.26 -0.40
H -1.676 -0.596 -1.616 0.82 0.16 0.05
H 0.275 -1.892 -3.771 -0.42 -0.87 1.35
```
Positions in Å, forces in eV/Å.

As for the SMILES: NCO.CS. The value obtained for the energy above the lowest of the compared OMol25 structures with the same formula, charge and spin is 0.8299 eV. For the lowest unoccupied orbital energy, the calculation gives 0.922 eV. As for the net charge: 0. Its electronic energy is -609.7387 a.u.

[8]
Computed, not measured: a molecular structure, C2H9NOSi at a distorted geometry, with ωB97M-V with the def2-TZVPD basis set.

XYZ file:
```
14
Properties=species:S:1:pos:R:3:forces:R:3
C -1.277 -0.155 0.972 -1.42 -2.18 -0.05
C -1.266 -0.251 -1.331 -0.59 -0.05 -0.49
N -0.928 -0.834 -0.272 -0.81 0.36 0.70
O 1.366 -1.013 -0.893 1.47 0.11 -0.36
Si 2.415 -0.153 -0.196 0.22 -0.75 0.73
H -0.513 -0.105 1.742 0.32 0.12 -0.33
H -1.695 0.819 0.675 -0.34 -0.07 1.03
H -1.966 -0.933 1.426 -0.08 1.44 -0.36
H -1.196 -0.828 -2.236 0.35 -0.02 -0.48
H -1.729 0.760 -1.468 0.32 -0.45 0.63
H 0.121 1.382 0.512 1.71 -0.41 -0.02
H 0.701 0.856 0.613 -0.85 1.56 -0.23
H 2.805 -0.541 1.257 -0.09 0.60 -1.09
H 3.162 0.997 -0.801 -0.21 -0.28 0.30
```
Positions in Å, forces in eV/Å.

The value obtained for the energy above the lowest of the compared OMol25 structures with the same formula, charge and spin is 6.1310 eV. For the lowest unoccupied orbital energy, the calculation gives -0.106 eV. As for the net charge: 0. Its electronic energy is -500.9334 a.u.

[9]
Computed, not measured: a gas-phase ion, C2H9NP (charge +1) at a distorted geometry, with ωB97M-V with the def2-TZVPD basis set.

XYZ file:
```
13
Properties=species:S:1:pos:R:3:forces:R:3
C -0.130 -1.345 1.246 0.02 -1.68 1.46
N 0.568 -0.452 0.277 3.36 0.80 -0.15
C -0.221 0.753 -0.234 0.78 0.95 0.49
P 0.338 1.271 -2.019 1.66 0.36 1.47
H -0.129 -0.843 2.273 -0.73 -0.22 -1.71
H -1.107 -1.633 0.803 0.52 0.39 0.74
H 0.427 -2.312 1.531 -0.43 1.46 -1.22
H 1.176 -0.866 -0.526 -1.86 0.17 1.39
H 1.338 -0.059 0.860 -0.40 -0.06 -0.58
H -1.193 0.380 -0.309 -1.59 -0.54 -0.35
H -0.300 1.524 0.576 0.61 -0.62 -0.77
H -0.873 0.893 -2.399 -1.89 -0.37 -1.27
H 0.106 2.689 -2.081 -0.05 -0.64 0.49
```
Positions in Å, forces in eV/Å.

As for the SMILES: C[NH2+]CP. The value obtained for the energy above the lowest of the compared OMol25 structures with the same formula, charge and spin is 0.4608 eV. For the lowest unoccupied orbital energy, the calculation gives -3.624 eV. As for the net charge: +1. Its electronic energy is -477.3906 a.u.

[10]
Computed, not measured: 2 unconnected molecules or ions with the total composition C2H9NP at a distorted geometry, with ωB97M-V with the def2-TZVPD basis set.

XYZ file:
```
13
Properties=species:S:1:pos:R:3:forces:R:3
C 1.176 0.760 1.173 1.50 0.46 0.49
C -0.190 -0.156 -0.835 4.48 -3.81 0.47
N -0.036 -0.039 0.733 1.41 -0.80 -1.93
P -1.529 -1.280 -1.238 -1.39 0.07 -0.38
H 2.199 0.163 0.934 -2.77 1.24 0.80
H 1.267 1.780 0.706 -0.50 -1.27 -0.04
H 0.975 0.991 2.256 0.78 -0.60 -0.90
H 0.222 0.709 -1.248 -0.23 1.57 -0.71
H 1.103 -1.134 -1.477 -2.76 2.33 1.93
H -0.934 0.346 1.009 -0.04 0.38 0.56
H 0.078 -0.966 1.203 -0.46 0.63 -0.73
H -2.454 -0.373 -0.678 -0.53 -0.12 0.20
H -1.877 -0.801 -2.539 0.51 -0.08 0.24
```
Positions in Å, forces in eV/Å.

The value obtained for the energy above the lowest of the compared OMol25 structures with the same formula, charge and spin is 2.9491 eV. For the lowest unoccupied orbital energy, the calculation gives -4.201 eV. As for the net charge: +1. Its electronic energy is -477.2991 a.u.

[11]
Computed, not measured: 2 unconnected molecules or ions with the total composition C2H9NS at a distorted geometry, with ωB97M-V with the def2-TZVPD basis set.

XYZ file:
```
13
Properties=species:S:1:pos:R:3:forces:R:3
C 0.989 2.009 1.382 0.99 -0.21 0.12
S 1.639 1.435 -0.220 -0.09 0.19 -0.40
H 0.055 2.555 1.337 -0.28 -0.29 -0.28
H 0.946 1.127 2.023 -0.37 0.00 0.19
H 1.726 2.684 1.821 -0.02 -0.01 0.04
C -1.575 -2.351 -0.026 -0.34 0.07 -0.37
N -2.408 -2.148 -1.225 0.18 0.31 0.07
H -2.169 -2.726 0.817 0.34 -0.05 0.13
H -0.740 -3.007 -0.259 -0.04 -0.22 0.11
H -1.122 -1.397 0.238 -0.02 -0.02 0.11
H -3.023 -1.367 -1.030 -0.13 -0.18 -0.24
H -2.969 -2.960 -1.452 0.01 0.07 0.18
H 1.870 0.082 0.043 -0.24 0.34 0.33
```
Positions in Å, forces in eV/Å.

The value obtained for the energy above the lowest of the compared OMol25 structures with the same formula, charge and spin is 0.1605 eV. Its multiplicity is 2. For the lowest unoccupied orbital energy (alpha / beta), the calculation gives 3.968 / 3.926 eV. Its expectation value of S² is 0.75. As for the net charge: -1. Its electronic energy is -534.4619 a.u.

[12]
Computed, not measured: 2 unconnected molecules or ions with the total composition C2H9NS at a distorted geometry, with ωB97M-V with the def2-TZVPD basis set.

XYZ file:
```
13
Properties=species:S:1:pos:R:3:forces:R:3
C -0.651 -0.020 0.423 -0.68 -0.65 -0.65
N -0.541 0.203 -1.007 0.40 0.04 -0.74
C -1.095 -0.852 -1.868 -1.65 0.46 1.68
H -0.210 0.842 0.916 0.24 -0.36 0.42
H -0.299 -1.032 0.694 0.61 0.45 0.42
H -1.707 -0.071 0.720 0.02 0.39 -0.16
H 0.400 0.436 -1.282 0.07 -0.01 0.14
H -1.512 -1.610 -1.194 0.40 -0.45 -0.13
H -2.027 -0.445 -2.275 0.32 -0.13 -0.82
H -0.457 -1.336 -2.593 0.27 0.28 -0.16
S 2.866 1.461 2.358 2.60 2.56 -1.45
H 2.139 0.829 1.390 -0.81 -0.92 2.08
H 3.092 1.597 3.718 -1.78 -1.65 -0.61
```
Positions in Å, forces in eV/Å.

As for the SMILES: CNC.S. The value obtained for the energy above the lowest of the compared OMol25 structures with the same formula, charge and spin is 2.7367 eV. For the lowest unoccupied orbital energy, the calculation gives -0.201 eV. As for the net charge: 0. Its electronic energy is -534.4291 a.u.

The lowest net charge belongs to which entry?
number 11

Among the records above, which one has the highest electronic energy?
C2H9NO3

Please write out number 2 again, unchanged.
Computed, not measured: 3 unconnected molecules or ions with the total composition C2H9NO4 at a distorted geometry, with ωB97M-V with the def2-TZVPD basis set.

XYZ file:
```
16
Properties=species:S:1:pos:R:3:forces:R:3
C 0.321 -0.034 -2.540 -0.76 0.42 -1.10
N 0.019 1.189 -1.782 1.08 -1.26 0.64
C 0.286 1.143 -0.426 2.99 1.72 2.04
O 0.809 2.151 0.076 -1.09 -0.07 -0.20
O 0.286 0.054 0.347 -1.76 -0.58 -1.63
H -0.098 0.135 -3.532 -0.23 -0.25 -0.02
H -0.194 -0.863 -2.087 0.04 -0.43 0.13
H 1.374 -0.247 -2.751 0.06 0.08 0.74
H 0.711 1.894 -2.013 -0.65 0.42 -0.58
H 0.452 0.370 1.260 0.34 -0.31 -0.11
O -2.910 -3.788 0.925 -0.54 -0.09 -0.56
H -3.600 -3.944 0.253 0.47 0.19 0.41
H -2.953 -4.572 1.476 0.06 -0.10 0.15
O 1.458 0.559 2.705 0.13 0.47 0.12
H 1.824 1.389 2.365 -0.14 -0.01 -0.03
H 2.206 0.110 3.108 -0.02 -0.20 0.00
```
Positions in Å, forces in eV/Å.

As for the SMILES: CNC(=O)O.O.O. The value obtained for the energy above the lowest of the compared OMol25 structures with the same formula, charge and spin is 0.6939 eV. For the lowest unoccupied orbital energy, the calculation gives 0.712 eV. As for the net charge: 0. Its electronic energy is -437.3219 a.u.

Which value of electronic energy does entry 6 give?
-437.3097 a.u.